Record 1
# C37H43BN7PPdS3

A molecular structure, C37H43BN7PPdS3 (ωB97M-V with the def2-TZVPD basis set, OMol25).

```
! wB97M-V def2-TZVPD RIJCOSX def2/J DEFGRID3
* xyz 0 1
Pd 0.164 0.262 1.771
C 0.431 -3.565 0.798
C -0.486 -2.970 -0.275
C -0.890 -4.031 -1.293
C -1.686 -2.342 0.371
C -3.018 -2.794 0.413
C -3.664 -1.908 1.252
N -2.770 -0.996 1.658
N -1.565 -1.249 1.117
B -2.803 0.080 2.757
N -1.757 -0.303 3.840
C -2.036 -0.650 5.104
C -0.870 -1.024 5.733
C 0.128 -0.873 4.759
N -0.422 -0.440 3.629
C 1.594 -1.141 4.904
C 1.855 -2.641 5.051
C 2.177 -0.357 6.079
N -2.425 1.437 2.114
C -3.153 2.151 1.245
C -2.515 3.359 1.039
C -1.373 3.300 1.851
N -1.322 2.132 2.492
C -0.366 4.385 2.142
C -0.578 4.905 3.567
C 1.081 3.932 1.955
H 1.343 -3.962 0.346
H -0.075 -4.378 1.326
H 0.714 -2.806 1.528
H 0.064 -2.169 -0.777
H -1.448 -4.837 -0.812
H -0.002 -4.476 -1.746
H -1.514 -3.615 -2.091
H -3.442 -3.652 -0.081
H -4.683 -1.875 1.603
H -3.889 0.107 3.274
H -3.051 -0.608 5.461
H -0.750 -1.354 6.750
H 2.082 -0.795 3.994
H 2.927 -2.839 5.102
H 1.442 -3.196 4.208
H 1.395 -3.024 5.965
H 3.255 -0.515 6.142
H 1.734 -0.682 7.022
H 1.992 0.712 5.968
H -4.073 1.759 0.841
H -2.841 4.177 0.418
H -0.569 5.203 1.445
H -0.374 4.109 4.286
H -1.606 5.238 3.718
H 0.092 5.741 3.777
H 1.284 3.043 2.555
H 1.769 4.719 2.272
H 1.299 3.704 0.913
S 3.742 1.691 -0.485
C 2.523 0.924 0.250
S 2.445 -0.073 1.614
S 0.767 1.248 -0.196
N 0.299 0.172 -1.316
P 0.620 0.168 -2.866
C -0.792 -0.653 -3.627
C -1.930 -0.898 -2.866
C -3.043 -1.476 -3.460
C -3.023 -1.804 -4.807
C -1.888 -1.554 -5.571
C -0.775 -0.977 -4.984
C 0.738 1.797 -3.636
C -0.025 2.822 -3.078
C -0.027 4.080 -3.659
C 0.726 4.318 -4.801
C 1.480 3.299 -5.365
C 1.489 2.040 -4.784
C 2.090 -0.760 -3.336
C 1.997 -2.118 -3.635
C 3.147 -2.857 -3.866
C 4.391 -2.247 -3.792
C 4.490 -0.896 -3.489
C 3.344 -0.152 -3.261
H -1.928 -0.650 -1.813
H -3.921 -1.677 -2.860
H -3.892 -2.256 -5.267
H -1.873 -1.810 -6.623
H 0.108 -0.780 -5.582
H -0.617 2.635 -2.190
H -0.614 4.875 -3.219
H 0.726 5.302 -5.252
H 2.066 3.486 -6.255
H 2.085 1.251 -5.223
H 1.029 -2.599 -3.680
H 3.070 -3.911 -4.097
H 5.288 -2.828 -3.967
H 5.460 -0.422 -3.419
H 3.425 0.901 -3.013
*
```

As for the LUMO energy: -0.26 eV. For the highest occupied orbital energy, the calculation gives -7.8560 eV. Its electronic energy is -3507.7892 Eh. As for the strongest force on any atom: 0.84 eV/Å. As for the orbital gap: 7.60 eV.

Atom charges from the Mulliken analysis, given in e for atoms 1 to 4: atom 1 (Pd): 0.459, atom 2 (C): -1.445, atom 3 (C): 2.966, atom 4 (C): -1.924


Record 2
# C23H33BF13N5O5

4 unconnected molecules or ions with the total composition C23H33BF13N5O5 (ωB97M-V with the def2-TZVPD basis set, OMol25).

```
! wB97M-V def2-TZVPD RIJCOSX def2/J DEFGRID3
* xyz 0 1
C -3.499 2.791 -3.361
C -4.298 1.782 -2.544
O -3.390 0.979 -1.734
B -2.766 -0.007 -2.398
O -3.013 -0.299 -3.729
C -1.697 -0.931 -1.585
C -1.753 -2.247 -2.200
N -1.727 -3.378 -2.522
C -2.155 -1.045 -0.106
C -1.708 0.026 0.773
N -1.430 0.878 1.514
C -0.313 -0.279 -1.753
C 0.821 -1.245 -1.334
C 1.934 -0.612 -0.524
F 1.508 0.443 0.184
F 2.362 -1.514 0.391
C 3.144 -0.121 -1.350
F 3.887 0.664 -0.554
F 2.693 0.655 -2.347
C 4.103 -1.232 -1.842
F 3.471 -2.323 -2.289
F 4.820 -1.613 -0.777
C 5.132 -0.761 -2.913
F 5.559 0.473 -2.683
F 6.200 -1.574 -2.800
C 4.634 -0.894 -4.390
F 5.143 0.148 -5.065
F 3.306 -0.814 -4.500
C 5.140 -2.160 -5.142
F 4.428 -2.231 -6.280
F 4.926 -3.279 -4.466
F 6.410 -2.034 -5.488
H -2.616 3.092 -2.807
H -3.222 2.391 -4.331
H -4.137 3.652 -3.529
H -4.952 1.185 -3.167
H -4.919 2.348 -1.857
H -2.237 -0.159 -4.276
H -3.239 -1.033 -0.084
H -1.867 -1.995 0.336
H -0.197 -0.109 -2.824
H -0.264 0.697 -1.284
H 1.184 -1.741 -2.225
H 0.410 -2.035 -0.713
C 10.621 -2.152 0.411
O 11.729 -1.856 0.811
N 9.764 -1.296 -0.180
C 8.452 -1.710 -0.637
C 10.175 0.085 -0.361
H 10.217 -3.175 0.502
H 8.368 -1.541 -1.711
H 7.683 -1.129 -0.121
H 8.294 -2.766 -0.431
H 11.077 0.127 -0.972
H 10.397 0.536 0.606
H 9.380 0.644 -0.848
C -6.814 3.411 0.943
O -6.721 3.561 -0.265
N -5.886 2.825 1.712
C -6.041 2.663 3.150
C -4.682 2.336 1.069
H -7.695 3.753 1.510
H -5.228 3.188 3.660
H -6.006 1.615 3.403
H -6.992 3.075 3.478
H -4.175 3.165 0.572
H -4.945 1.592 0.317
H -4.016 1.889 1.802
C -7.131 0.369 6.022
O -7.061 0.519 4.815
N -6.183 -0.213 6.775
C -6.322 -0.362 8.211
C -4.980 -0.706 6.125
H -8.001 0.711 6.605
H -5.510 0.161 8.720
H -6.289 -1.419 8.479
H -7.271 0.055 8.542
H -4.468 0.113 5.618
H -5.244 -1.458 5.379
H -4.316 -1.146 6.864
*
```

As for the LUMO energy: 0.11 eV. For the highest occupied orbital energy, the calculation gives -8.9631 eV. Its electronic energy is -2869.3894 Eh. As for the strongest force on any atom: 3.57 eV/Å. As for the orbital gap: 9.07 eV. The structure (SMILES) is CCOB(O)[C@](C#N)(CC#N)CCC(F)(F)C(F)(F)C(F)(F)C(F)(F)C(F)(F)C(F)(F)F.CN(C)C=O.CN(C)C=O.CN(C)C=O.

Atom charges from the Mulliken analysis, given in e for atoms 1 to 4: atom 1 (C): -1.261, atom 2 (C): -0.023, atom 3 (O): -0.314, atom 4 (B): 0.045


Record 3
# C2H8NO4

3 unconnected molecules or ions with the total composition C2H8NO4 (ωB97M-V with the def2-TZVPD basis set, OMol25).

```
! wB97M-V def2-TZVPD RIJCOSX def2/J DEFGRID3
* xyz -1 1
O 1.064 2.511 -1.942
C 0.380 1.559 -1.562
N -0.134 1.539 -0.292
C -0.846 0.256 0.144
O -0.121 -0.855 -0.074
H 0.111 0.701 -2.174
H 0.218 2.332 0.200
H -1.729 0.272 -0.522
H -1.042 0.422 1.215
H -0.745 -3.613 0.906
H -0.907 -2.233 0.066
O -1.375 -2.989 0.532
H 0.615 -0.955 1.528
H 2.061 -0.810 2.070
O 1.134 -0.880 2.375
*
```

As for the LUMO energy: 4.05 eV. For the highest occupied orbital energy, the calculation gives -4.4757 eV. Its electronic energy is -436.7718 Eh. As for the strongest force on any atom: 2.75 eV/Å. As for the orbital gap: 8.53 eV. The calculation puts the energy above the lowest of the compared OMol25 structures with the same formula, charge and spin at 30.71 kcal per mole.

Atom charges from the Mulliken analysis, given in e for atoms 1 to 4: atom 1 (O): -0.662, atom 2 (C): 0.038, atom 3 (N): -0.158, atom 4 (C): -0.337


Record 4
# C4H8O

C4H8O in the gas phase (ωB97M-V with the def2-TZVPD basis set, OMol25).

```
! wB97M-V def2-TZVPD RIJCOSX def2/J DEFGRID3
* xyz 0 1
C -0.472 0.402 -1.413
C 0.066 -0.235 -0.123
C 0.866 0.445 0.983
C -0.564 0.053 1.199
H -0.735 1.435 -1.402
H -1.414 -0.288 -1.555
H 0.141 0.202 -2.259
H 1.316 -1.664 -0.711
H 1.613 -0.054 1.539
H 1.051 1.487 0.925
H -1.425 0.654 1.264
H -0.838 -0.816 1.865
O 0.396 -1.621 -0.313
*
```

As for the LUMO energy: 1.02 eV. For the highest occupied orbital energy, the calculation gives -9.9001 eV. Its electronic energy is -232.3897 Eh. As for the strongest force on any atom: 3.61 eV/Å. As for the orbital gap: 10.92 eV. The structure (SMILES) is CC1(O)CC1. The calculation puts the energy above the lowest of the compared OMol25 structures with the same formula, charge and spin at 35.09 kcal per mole.

Atom charges from the Mulliken analysis, given in e for atoms 1 to 4: atom 1 (C): -1.204, atom 2 (C): 0.879, atom 3 (C): -0.797, atom 4 (C): -0.634